The following is a DFT calculation (ωB97M-V/def2-TZVPD) of a cluster of 22 separate species, C75H181N13O31 in total at a distorted geometry.

- Total charge: 0
- Strongest force on any atom: 5.4 eV Å⁻¹
- Molecular weight: 1761.3 g mol⁻¹
- DFT total energy: -163546.415 eV

```
300
Properties=species:S:1:pos:R:3:forces:R:3
C 3.451 -1.796 -3.642 -0.3 0.4 0.7
O 2.051 -1.701 -3.886 0.4 -0.1 0.0
C 1.402 -0.701 -3.082 0.1 -1.5 0.0
C -0.101 -0.887 -3.260 -0.2 0.6 0.4
O -0.527 -0.512 -4.565 0.2 -0.1 0.1
C -1.897 -0.661 -4.885 0.0 1.1 -0.4
H 3.668 -1.646 -2.584 -0.1 0.2 0.3
H 3.991 -1.027 -4.195 0.1 0.0 -0.3
H 3.857 -2.790 -3.831 -0.4 -0.1 -0.6
H 1.833 0.287 -3.237 -0.4 0.4 -0.7
H 1.672 -0.876 -2.040 -0.3 -0.3 0.4
H -0.581 -0.330 -2.456 -0.2 0.7 -0.3
H -0.444 -1.893 -3.018 0.5 -0.6 -0.3
H -2.089 0.020 -5.714 0.1 0.1 -0.1
H -2.561 -0.307 -4.097 0.0 -0.2 0.4
H -2.230 -1.624 -5.272 0.4 -0.5 0.4
C 7.940 1.098 0.409 0.4 0.5 -0.2
O 7.116 1.134 1.510 -1.1 -0.3 2.4
C 6.172 2.213 1.556 0.2 -0.5 -0.2
C 6.728 3.578 1.883 1.3 1.3 -0.5
O 7.416 3.738 3.140 0.5 -0.4 -0.8
C 8.227 4.938 3.247 -1.3 -0.6 0.1
H 8.686 1.889 0.495 0.1 0.3 -0.6
H 7.294 1.196 -0.463 0.4 0.1 -0.7
H 8.518 0.174 0.397 -0.4 -0.2 0.0
H 5.326 1.994 2.208 0.4 -0.5 0.4
H 5.734 2.189 0.558 -0.2 0.9 -0.3
H 5.987 4.370 1.772 -0.6 -0.2 0.1
H 7.442 3.859 1.109 0.3 -0.2 -0.3
H 8.667 4.859 4.242 0.2 0.2 -0.2
H 7.565 5.801 3.191 0.0 0.2 0.2
H 8.971 5.073 2.462 0.1 -0.5 -0.1
C 2.717 -4.962 7.031 -0.2 0.9 1.0
O 2.511 -3.799 6.223 0.6 -0.5 -0.9
C 3.602 -3.563 5.318 0.5 1.3 0.3
C 3.561 -2.099 4.738 0.1 0.2 -0.2
O 4.851 -1.548 4.372 -0.4 -0.3 0.1
C 4.772 -0.129 4.149 0.1 -0.4 0.5
H 3.575 -4.829 7.690 0.4 0.2 -0.1
H 2.855 -5.939 6.568 -0.3 0.2 -0.7
H 1.862 -4.968 7.706 -0.1 -0.3 -0.2
H 3.641 -4.312 4.527 -0.1 0.0 -0.1
H 4.534 -3.635 5.880 0.2 0.0 0.1
H 3.120 -1.395 5.445 -0.2 -0.3 0.5
H 2.926 -2.038 3.854 -0.2 -0.2 -0.2
H 4.475 0.380 5.066 -0.3 0.0 0.2
H 4.078 0.141 3.353 -0.2 -0.2 -0.2
H 5.753 0.276 3.898 0.1 -0.5 -0.1
C -1.500 4.080 1.232 -0.4 0.1 0.1
O -0.310 4.687 1.683 0.3 -0.5 -0.8
C 0.074 4.331 2.978 1.5 0.6 0.5
C 1.540 4.884 3.261 -2.0 -0.7 -1.5
O 2.543 4.171 2.492 -0.5 0.4 0.5
C 2.759 4.533 1.108 -0.1 0.0 0.4
H -1.608 3.033 1.512 0.3 -0.2 0.2
H -1.573 4.125 0.145 0.3 0.2 0.0
H -2.355 4.624 1.633 -0.3 0.0 0.1
H 0.087 3.256 3.160 -0.1 -0.3 -0.3
H -0.630 4.770 3.685 0.0 0.2 0.4
H 1.645 4.805 4.343 0.8 -0.5 -0.1
H 1.485 5.956 3.072 0.5 0.2 -0.5
H 1.909 4.333 0.455 -0.4 0.2 0.3
H 3.557 3.913 0.700 0.2 -0.1 0.5
H 3.088 5.567 1.013 -0.1 0.1 0.0
C -1.837 -7.753 -0.359 -0.1 -0.4 -1.3
O -2.873 -7.054 -1.061 -0.3 -0.2 1.8
C -2.902 -7.215 -2.460 0.8 -0.3 1.2
C -4.048 -6.407 -2.965 0.5 1.0 -0.8
O -3.914 -4.991 -2.754 -1.1 0.0 0.5
C -2.822 -4.260 -3.322 -0.1 -0.9 0.1
H -1.941 -7.697 0.724 -0.3 0.4 -0.2
H -0.847 -7.431 -0.682 0.2 0.6 0.1
H -1.821 -8.800 -0.662 -0.4 -0.4 0.2
H -3.099 -8.259 -2.705 0.2 -0.3 -0.2
H -1.886 -6.918 -2.719 -0.1 0.0 -1.3
H -4.947 -6.773 -2.470 0.1 0.5 0.4
H -4.242 -6.648 -4.011 0.3 0.2 -0.4
H -1.998 -4.270 -2.609 0.4 -0.3 -0.4
H -3.025 -3.199 -3.470 -0.8 -0.1 0.1
H -2.609 -4.683 -4.303 0.6 0.0 0.0
C 6.641 -2.727 -1.949 -0.5 -0.4 1.1
O 6.142 -3.482 -0.836 0.3 0.7 0.4
C 6.009 -2.865 0.476 -1.0 -1.0 -0.3
C 4.998 -1.679 0.602 0.8 -2.0 -0.1
O 3.767 -1.971 -0.054 0.3 0.5 0.0
C 3.139 -3.113 0.483 0.0 -0.7 0.2
H 6.281 -1.704 -1.849 0.3 0.1 -0.3
H 6.231 -3.173 -2.855 -0.1 0.0 0.1
H 7.725 -2.830 -1.995 0.1 0.4 0.0
H 6.885 -2.673 1.096 0.8 0.6 -0.8
H 5.660 -3.751 1.007 -0.6 0.2 0.2
H 5.513 -0.786 0.247 -0.7 0.3 -0.3
H 4.836 -1.601 1.677 0.0 0.3 0.2
H 3.035 -3.083 1.567 -0.2 0.5 0.3
H 3.688 -4.044 0.337 0.3 0.0 -0.5
H 2.160 -3.277 0.032 0.0 0.5 -0.1
C 4.641 -6.893 1.628 -0.7 0.1 0.4
O 3.239 -6.545 1.666 1.1 0.1 1.0
C 2.347 -7.645 1.662 -0.6 1.1 -2.0
C 0.890 -7.190 1.855 0.8 0.9 1.4
O 0.664 -6.817 3.229 -0.5 0.2 -0.1
C 1.250 -5.574 3.721 -0.2 -0.8 -0.2
H 5.216 -5.988 1.827 -0.2 0.2 -0.7
H 4.900 -7.404 0.700 0.1 0.3 -0.3
H 4.991 -7.539 2.434 -0.6 -0.4 0.3
H 2.646 -8.451 2.333 -0.2 0.1 0.2
H 2.355 -7.955 0.617 0.1 -1.0 -0.2
H 0.232 -7.969 1.469 0.0 -0.7 1.1
H 0.471 -6.380 1.258 1.2 0.5 -0.5
H 0.705 -5.273 4.616 0.1 -0.6 0.2
H 1.158 -4.686 3.096 -0.1 -0.3 -0.8
H 2.306 -5.736 3.935 -0.1 0.0 0.1
C -3.364 -1.056 -0.909 0.7 0.5 -0.7
O -1.980 -0.815 -0.734 0.3 0.3 0.4
C -1.693 0.022 0.371 1.1 -0.9 1.2
C -0.161 0.219 0.598 -0.9 0.1 -1.0
O 0.374 1.018 -0.435 0.6 0.9 0.9
C 1.713 1.420 -0.101 0.0 -0.6 -2.1
H -3.921 -0.123 -0.988 0.0 0.3 -0.3
H -3.880 -1.603 -0.120 0.4 -0.5 0.2
H -3.313 -1.572 -1.868 -1.0 -0.3 0.1
H -2.022 -0.522 1.256 -0.2 0.1 0.4
H -2.250 0.958 0.333 0.2 0.3 -0.2
H 0.403 -0.714 0.575 -0.3 -0.6 0.2
H 0.059 0.694 1.554 -0.5 0.0 0.3
H 2.379 0.602 -0.376 0.3 -0.4 0.3
H 1.985 1.725 0.909 -0.8 0.3 0.2
H 1.938 2.170 -0.860 0.1 0.4 0.5
C -2.109 9.087 1.065 0.5 1.7 -1.4
O -1.603 8.434 -0.107 -0.1 1.0 0.8
C -0.900 7.281 0.231 -0.1 -1.6 -1.0
C -0.179 6.633 -0.966 -0.5 0.7 -0.7
O 0.778 7.508 -1.495 1.3 0.6 1.2
C 1.536 6.954 -2.547 -0.9 0.7 -0.6
H -2.427 10.058 0.685 -0.6 -0.1 -0.1
H -1.314 9.448 1.718 0.3 -0.8 0.4
H -2.946 8.643 1.604 0.2 -0.6 -0.1
H -1.686 6.594 0.545 0.4 -0.6 0.4
H -0.153 7.397 1.016 -0.1 0.4 0.2
H -0.819 6.427 -1.824 -0.9 -0.2 0.2
H 0.261 5.672 -0.699 0.1 -0.1 0.5
H 1.914 5.948 -2.364 -0.1 0.0 0.2
H 2.344 7.631 -2.823 0.1 0.0 0.4
H 0.863 6.959 -3.405 0.2 -0.6 -0.4
C -5.432 1.706 -6.572 -0.5 -0.3 0.1
C -4.954 0.244 -6.699 0.0 0.7 -0.2
O -4.143 -0.051 -7.549 0.2 -0.2 -0.2
N -5.458 -0.687 -5.830 -0.4 -0.3 0.1
C -5.185 -2.132 -5.931 0.0 0.5 -0.5
H -4.686 2.418 -6.924 0.3 -0.4 0.3
H -5.788 1.977 -5.578 0.2 -0.1 0.1
H -6.278 1.920 -7.225 -0.2 -0.5 -0.2
H -6.256 -0.431 -5.267 0.2 0.1 -0.1
H -4.420 -2.310 -6.687 0.3 0.3 0.4
H -6.025 -2.700 -6.331 -0.4 0.2 0.3
H -4.909 -2.518 -4.950 0.1 -0.1 -0.1
C 5.613 0.810 -6.840 0.4 -1.1 0.5
C 6.185 1.270 -5.522 -0.7 2.2 -0.5
O 6.338 2.487 -5.318 0.1 -1.1 0.4
N 6.440 0.336 -4.581 0.4 0.5 0.0
C 6.832 0.768 -3.226 -0.6 -1.0 -0.6
H 5.331 1.582 -7.555 0.2 0.1 0.5
H 4.748 0.189 -6.606 -0.2 0.0 -0.2
H 6.366 0.139 -7.253 -0.1 0.0 -0.5
H 6.216 -0.621 -4.813 0.2 0.1 0.4
H 7.535 1.600 -3.252 -0.1 -0.2 -0.2
H 7.249 -0.106 -2.724 0.2 0.3 0.0
H 5.923 1.055 -2.697 0.1 0.3 0.3
C -7.504 -2.641 5.809 0.6 -0.7 -0.5
C -6.175 -2.042 5.274 -2.1 0.6 0.7
O -6.199 -0.853 5.001 1.0 0.1 -0.4
N -5.121 -2.856 5.159 0.7 -1.0 -0.5
C -3.810 -2.530 4.587 0.2 1.0 1.0
H -8.382 -2.178 5.358 0.4 0.4 -0.2
H -7.626 -2.537 6.887 0.3 -0.1 0.0
H -7.547 -3.690 5.514 -0.1 -0.2 0.4
H -5.241 -3.827 5.410 -0.2 0.3 0.0
H -3.831 -1.756 3.820 -0.5 -0.5 -0.4
H -3.259 -3.425 4.299 -0.5 0.1 -0.4
H -3.193 -2.041 5.340 0.0 -0.1 0.4
C -9.952 -3.493 -1.019 -0.6 -0.1 0.8
C -8.632 -4.133 -0.775 0.9 2.7 -0.4
O -7.663 -3.503 -0.358 0.1 -0.3 0.7
N -8.521 -5.356 -1.225 -0.2 -1.0 -0.6
C -7.273 -6.066 -1.192 -0.2 -1.3 -0.4
H -10.042 -3.315 -2.091 -0.5 -0.2 0.1
H -10.133 -2.563 -0.482 0.5 0.0 -0.1
H -10.638 -4.212 -0.570 -0.7 0.1 -0.7
H -9.235 -5.650 -1.876 0.1 -0.3 0.3
H -7.443 -6.938 -0.561 0.5 -0.1 0.2
H -6.421 -5.480 -0.848 -0.4 0.1 -0.1
H -7.103 -6.454 -2.196 0.3 0.1 0.0
C -0.916 -4.233 -0.096 -0.7 -0.6 0.4
C -2.181 -3.987 0.725 1.1 -0.2 0.1
O -2.079 -3.280 1.717 -0.1 0.6 0.8
N -3.313 -4.602 0.382 0.8 0.5 -0.3
C -4.516 -4.461 1.139 -0.9 -0.5 -0.4
H -0.150 -4.601 0.586 0.1 0.6 0.2
H -0.656 -3.264 -0.522 0.3 -0.2 -0.3
H -1.017 -5.072 -0.785 -0.2 0.4 -0.6
H -3.368 -5.049 -0.522 0.0 -0.2 0.1
H -5.261 -3.943 0.535 -0.2 0.3 0.2
H -4.386 -3.969 2.104 0.3 -0.1 -0.3
H -4.883 -5.480 1.261 -0.3 0.0 0.5
C -3.894 2.166 -3.122 -0.6 -0.7 0.0
C -4.266 3.371 -2.301 0.1 1.3 0.4
O -3.986 4.519 -2.690 0.1 -0.7 -0.1
N -4.895 3.173 -1.133 0.1 0.0 -0.2
C -5.327 4.240 -0.256 0.2 0.7 -0.1
H -2.915 1.770 -2.852 0.2 0.3 -0.2
H -3.991 2.405 -4.181 0.5 0.1 0.1
H -4.563 1.321 -2.959 -0.3 0.0 0.2
H -5.118 2.243 -0.807 -0.2 -0.2 -0.2
H -6.261 4.006 0.256 0.2 -0.3 -0.1
H -5.480 5.165 -0.812 0.0 -0.2 -0.2
H -4.563 4.475 0.485 0.0 -0.1 0.2
C -7.277 -0.057 -1.746 -0.1 -0.4 -0.5
C -6.726 0.021 -0.338 2.4 2.5 0.4
O -6.055 1.037 0.003 -1.3 -1.5 0.0
N -6.810 -1.048 0.440 -0.1 0.2 -0.1
C -6.279 -1.176 1.815 -1.0 0.3 -0.8
H -6.815 0.625 -2.460 0.4 0.3 0.6
H -8.341 0.155 -1.851 -0.1 -0.3 0.4
H -7.029 -1.043 -2.138 -0.4 -0.3 0.0
H -7.203 -1.842 -0.046 -0.2 -0.6 0.7
H -5.232 -1.480 1.826 0.0 -0.1 0.0
H -6.936 -1.906 2.288 0.4 -0.2 0.1
H -6.407 -0.250 2.374 0.1 0.1 -0.3
C 7.325 4.661 -2.030 0.1 -0.2 -0.2
C 5.825 4.591 -1.891 -0.2 -0.9 0.2
O 5.255 5.036 -0.899 -0.2 0.0 -0.3
N 5.185 3.919 -2.888 1.3 0.2 0.8
C 3.773 3.696 -2.920 0.2 0.7 -0.8
H 7.753 3.669 -2.169 -0.1 -0.2 -0.1
H 7.781 5.068 -1.127 -0.2 0.3 -0.2
H 7.555 5.221 -2.936 0.3 0.2 0.2
H 5.705 3.432 -3.604 0.4 0.3 -0.1
H 3.660 2.939 -3.697 -0.6 -0.3 0.5
H 3.327 4.601 -3.333 -0.6 -0.1 0.3
H 3.400 3.456 -1.925 -0.3 -0.1 -0.2
C 7.941 3.599 6.736 0.1 -0.2 -0.2
C 6.462 3.933 6.601 -1.0 1.7 2.2
O 5.797 4.465 7.515 1.1 -0.9 -0.6
N 5.935 3.710 5.408 -1.5 -0.5 -0.5
C 4.498 3.973 4.991 2.1 -0.2 0.3
H 8.585 4.472 6.626 -0.3 0.3 -0.1
H 8.204 2.899 5.943 0.3 -0.1 0.1
H 8.209 3.190 7.710 -0.4 -0.1 -0.1
H 6.572 3.405 4.687 -0.3 0.0 -0.3
H 3.857 4.354 5.785 0.6 0.1 0.2
H 4.083 3.024 4.652 -0.1 0.2 -0.3
H 4.621 4.706 4.194 -0.7 -0.2 -0.1
C 1.169 -1.438 -7.406 1.0 -0.1 0.8
C 1.815 -0.047 -7.320 -1.3 1.3 -5.1
O 2.019 0.626 -8.364 0.2 -1.3 1.3
N 1.917 0.494 -6.147 -0.3 -0.3 3.3
C 2.070 1.899 -5.778 0.9 -0.3 -0.7
H 0.121 -1.442 -7.108 -0.1 0.4 -0.3
H 1.633 -2.053 -6.635 0.2 -0.3 0.0
H 1.329 -1.908 -8.377 -0.1 0.3 0.1
H 1.571 -0.156 -5.455 0.1 0.4 0.5
H 3.139 2.090 -5.681 0.2 0.2 0.1
H 1.615 2.140 -4.818 -0.3 -0.2 -0.3
H 1.739 2.551 -6.586 -0.3 -0.1 0.2
C -0.189 0.421 5.787 -0.6 -0.3 -0.4
C -0.844 -0.163 4.565 0.4 0.3 -0.4
O -1.397 0.502 3.723 -1.0 2.1 -0.8
N -0.668 -1.437 4.244 -0.1 -1.2 0.6
C -0.375 -2.535 5.122 0.7 -0.5 -1.2
H -0.400 1.490 5.753 0.3 -0.1 0.1
H 0.865 0.173 5.667 0.1 0.2 0.5
H -0.631 -0.012 6.685 0.3 0.0 0.2
H -1.098 -1.704 3.370 -0.1 0.1 -0.2
H -1.151 -3.274 4.923 0.0 -0.2 0.7
H -0.246 -2.261 6.169 -0.1 -0.1 -0.2
H 0.533 -2.961 4.694 0.3 -0.4 0.8
C -7.336 2.149 5.454 0.2 -1.0 -0.7
C -6.339 2.729 4.442 -0.4 -1.2 1.4
O -6.470 3.889 4.159 0.5 1.5 -1.2
N -5.340 1.890 4.049 -0.9 0.5 -0.2
C -4.309 2.216 3.067 -0.4 0.4 1.1
H -8.356 2.325 5.113 0.1 0.6 0.1
H -7.153 2.589 6.434 -0.1 -0.1 -0.1
H -7.276 1.061 5.466 0.3 0.0 0.5
H -5.362 0.956 4.431 0.0 0.0 -0.1
H -4.484 3.186 2.602 -0.5 -0.1 0.0
H -4.324 1.424 2.319 0.7 0.1 0.0
H -3.416 2.367 3.674 0.6 -0.6 -0.7
C -0.501 3.225 -2.889 -0.8 -1.1 -0.5
C -0.365 4.323 -3.871 2.3 0.8 0.4
O 0.757 4.578 -4.331 -0.4 -0.4 -0.4
N -1.431 5.055 -4.132 -0.3 0.3 -0.2
C -1.441 6.207 -4.989 -0.8 0.7 -0.3
H -0.684 2.346 -3.507 0.1 -0.4 -0.1
H -1.424 3.323 -2.318 0.4 0.1 0.6
H 0.427 3.011 -2.358 -0.3 0.4 0.3
H -2.285 4.939 -3.606 -0.2 -0.4 0.2
H -2.255 6.034 -5.693 0.1 0.4 -0.3
H -0.541 6.491 -5.534 0.2 -0.8 0.3
H -1.706 7.073 -4.382 -0.1 0.2 0.0
```
Positions in Å, forces in eV/Å.